# 1
Here is C37H33BrN15O7RbS2 as an isolated structure from the OMol25 dataset. Energies are from the ωB97M-V functional and the def2-TZVPD basis.

Structure (XYZ):
```
96
Properties=species:S:1:pos:R:3:mulliken_charge:R:1
H -4.00388 -6.20273 -2.20236 0.445
H 4.26798 -2.73056 4.90471 0.333
C -2.19355 7.93300 -0.48293 -0.033
C 3.28065 -0.29643 4.84992 -0.740
N 9.47561 -0.09258 -1.41707 -0.652
C -1.52176 1.33615 -2.47908 -0.038
H 0.52783 -2.73687 3.05623 0.123
N -3.66192 -1.89820 -0.19887 -0.071
N 2.30177 -2.84490 4.18344 0.021
H -1.43219 7.32120 -0.02082 0.370
H -2.08576 -6.51105 0.55922 0.365
O -5.76603 -1.13621 -0.67019 -0.796
N -2.69102 -1.64389 1.83707 -0.207
C 3.71027 -2.46777 4.00007 -0.633
H 3.51174 -1.28769 1.67476 -0.539
H -5.71572 -1.06790 1.15277 0.291
N -4.95754 -1.35833 1.75589 -0.434
O -1.23027 -4.52903 -0.01845 -0.584
C 1.15602 -0.30820 3.79721 -0.621
C -3.17032 -3.90153 -4.52819 -0.516
H 2.29563 -2.30262 6.20204 0.349
C 0.50579 2.81475 0.83001 -0.934
C 4.68656 -2.48884 -0.53726 -0.179
H 1.09525 3.14799 1.67423 0.520
N 1.69240 -1.04469 2.66738 0.619
Br -3.63362 11.80460 -0.14332 -0.222
C -4.15861 9.48335 -1.70572 -0.481
H -4.73375 -5.36749 -4.44921 0.388
H 3.37759 0.77471 4.65357 0.348
H -4.86605 -0.89567 2.64412 0.209
H 6.09161 0.51272 -1.31276 0.418
C -0.31176 3.67417 0.15879 -0.603
C -2.32545 2.16961 -3.24348 -1.190
H 3.82390 -0.53491 5.76969 0.358
C -3.95562 8.17031 -2.10176 -0.194
O -2.44348 -6.37292 -0.32995 -0.511
C -1.94535 -5.17937 -0.73309 0.155
S 3.39310 -0.02051 -0.97271 -0.347
H -0.40562 4.70980 0.45399 0.395
H -1.66590 -0.25952 -3.64786 0.161
C 7.21480 -1.27232 -0.99880 0.666
N 1.85676 -0.60718 5.05845 -0.036
C -3.80409 -1.60855 1.08181 0.431
C 7.14105 -2.64072 -0.68490 0.672
Rb 0.68414 -1.79192 -1.79029 0.835
H -1.34629 -2.71491 0.81931 0.092
N 9.25159 -4.11874 -0.49252 -0.644
H -3.46806 -3.45826 -5.46818 0.442
C 0.59252 1.46646 0.41233 -0.855
C 1.58379 -2.47907 2.94878 -0.417
O -1.31293 0.07091 -2.75309 0.237
H -3.15249 4.13672 -3.46451 0.446
C 6.03710 -0.54119 -1.07369 -0.963
O -1.95597 -1.25693 -4.83928 -0.911
C 3.11693 -0.71827 2.51443 -0.038
H 2.01121 -3.02450 2.10593 0.056
C -1.89759 4.03213 -1.75608 0.026
H 1.23989 0.75841 0.92165 0.845
H 4.11232 -3.02314 3.15141 0.335
C -3.36973 10.00522 -0.69664 0.192
C -3.87114 -4.93993 -3.95341 -0.501
C -3.47502 -5.40794 -2.70719 -0.528
C 8.46974 -0.62540 -1.23414 -0.048
C -1.03639 3.20972 -0.96599 1.349
C 4.76150 -1.08813 -0.85450 0.032
C -2.98165 7.38623 -1.49496 -0.071
H 0.09767 -0.56342 3.91795 0.217
H -1.77729 9.67359 0.70019 0.396
O -4.67012 -2.32018 -2.08501 -0.485
C -2.05224 -3.39194 -3.86830 0.724
C 1.75668 -2.05625 5.28162 -0.697
N -1.39303 -1.87543 1.39261 0.143
N -0.08104 1.00222 -0.60738 0.337
C -2.51350 3.49588 -2.87256 -0.445
H 0.70176 -2.31558 5.41395 0.332
C -2.38676 9.24322 -0.08259 -0.721
N -2.86813 6.05345 -1.97848 -0.596
H 1.23839 0.76612 3.60285 0.193
H -2.79598 -1.60987 2.83630 0.171
C -0.86779 1.85671 -1.31080 -0.462
N -2.06188 5.35266 -1.33400 0.254
N -1.66382 -3.83767 -2.67920 0.017
C -1.24350 -2.23460 -4.44806 0.023
H -2.80347 1.76408 -4.12604 0.589
H -1.05101 -1.07298 0.87471 0.044
C -2.38434 -4.79968 -2.10965 0.535
H -4.91866 10.09214 -2.17531 0.389
S 3.21365 -3.36329 -0.21136 -0.377
O -0.01754 -2.32373 -4.40172 -0.778
N -4.75813 -1.77831 -1.00960 0.775
C 8.31527 -3.45210 -0.58402 -0.030
N 3.86907 -1.03463 3.74139 0.098
C 5.89136 -3.20554 -0.46493 -0.832
H 3.22698 0.34405 2.28354 0.343
H -4.55353 7.72913 -2.88863 0.431
H 5.83040 -4.25869 -0.22346 0.426
```

As for the orbital gap: 3.80 eV. Its LUMO energy is 0.09296 Eh. The value obtained for the energy above the lowest of the compared OMol25 structures with the same formula, charge and spin is 0.075 eV. The net charge is -2. The total energy comes out at -167957.669 eV.

---

# 2
Here is C37H33BrN5NdO7PS as an isolated structure in a non-equilibrium geometry from the OMol25 dataset. Energies are from the ωB97M-V functional and the def2-TZVPD basis.

Structure (XYZ):
```
86
Properties=species:S:1:pos:R:3:mulliken_charge:R:1
H -2.95869 -4.60666 -1.65461 0.422
C -4.32398 -0.34007 0.41548 -0.663
C -1.24367 1.33556 2.03211 0.410
C 1.70967 -4.33309 1.82394 -0.581
H 3.56922 0.60524 -4.04614 0.328
Nd 0.78978 0.94344 -0.61181 0.439
O 4.82305 -0.60245 -1.43956 -0.299
C -0.75074 2.24893 4.20244 -0.650
H 4.47165 -4.63317 3.77121 0.432
H -3.24567 -5.40774 2.56918 0.419
H 4.90451 -2.64609 -1.53440 0.310
C 3.51086 -4.26654 3.43767 -0.739
C -2.42726 -0.46518 -4.90067 -0.485
H -3.64691 0.15788 2.47788 0.496
C 2.84265 -4.85638 2.40545 -0.479
N -1.73521 0.68685 -0.23257 0.421
H -2.49934 1.06967 3.75259 0.544
N 0.00951 1.71566 1.60728 0.629
C -3.81358 -0.38167 -0.91914 -1.015
H -3.91712 -5.94628 0.24101 0.375
C -1.57202 1.46789 3.37383 -0.939
O -6.47311 -0.43818 -0.29590 -0.672
C -2.54623 -4.52240 -0.64380 -0.490
H -0.53277 -0.74874 -6.00688 0.391
C 2.91774 -3.11165 3.99182 -0.373
S -0.01551 -2.12297 1.39567 0.583
C -1.09446 7.64760 -1.23669 -0.191
H -4.04439 -0.02581 -3.51114 0.678
O 2.88296 0.94821 -2.05240 0.343
H -1.46546 -3.85750 3.01323 0.450
H -1.10256 -3.12445 -1.32543 0.202
C 1.85796 -2.49926 3.35021 -0.494
C -3.42873 0.17809 1.40043 -0.715
C -0.22717 -0.47198 -3.89013 -0.447
H -1.01826 2.43548 5.24342 0.427
C 4.07712 -1.92432 -1.49230 -0.132
H 1.67675 2.97680 1.88695 0.561
H 1.41282 -1.56875 3.88221 0.238
C -2.09073 0.06171 -2.57346 0.102
H 1.19926 -2.15810 -0.41865 0.141
H 2.20579 1.73539 -3.86262 0.297
C -5.76276 -0.72802 0.69526 0.223
C -1.13292 -3.38728 0.88556 0.559
C -0.93311 5.64565 -2.25344 -0.220
H 1.23395 3.13188 4.47135 0.459
C -2.18907 0.73122 1.04433 1.119
H -4.29004 -0.83100 -1.79070 0.385
N 0.67179 -1.49882 0.11513 -0.077
Br 0.84231 8.78046 0.38747 -0.175
C 0.52485 2.67808 3.76005 -1.026
H 3.26681 -2.58400 4.84947 0.440
H 3.68842 1.57989 2.04819 0.248
C 0.09375 5.18589 -1.36761 0.308
O -0.03208 2.92109 -2.15642 -0.768
H -3.11613 -0.55256 -5.79118 0.369
H 1.65129 5.90721 -0.04095 0.568
H -1.33975 4.98890 -3.06585 0.394
H 3.55100 -0.18628 1.97467 0.124
C 3.88204 0.68104 1.45745 -0.712
H 0.87211 -0.62110 -3.93283 0.410
O -6.07779 -1.15996 1.83680 -0.721
H 1.14776 -4.90603 1.11782 0.489
C -3.12527 -5.21625 0.45502 -0.585
H 3.21880 -5.75695 1.96389 0.416
C -2.59045 0.18320 -1.13466 1.409
H 4.94620 0.69196 1.26604 0.395
O 1.39577 3.39235 -0.49224 -0.939
C 0.73036 6.12133 -0.55914 -0.529
H -1.59500 8.62075 -1.14323 0.377
C 1.28541 -3.06354 2.21346 0.531
C -1.04833 -0.59688 -5.03296 -0.836
C -2.73207 -4.93425 1.74074 -0.595
C -1.50291 -3.63720 -0.42731 -0.259
C 3.13841 1.38329 -3.45385 -1.051
H 3.43946 -1.94662 -2.39170 0.176
N -0.72679 -0.15128 -2.69638 0.465
N -1.58586 6.79953 -2.08838 -0.544
H 3.50653 -2.06982 -0.52207 -0.046
C 0.82077 2.49385 2.40552 -0.229
H 3.74352 2.29191 -3.41072 0.428
C 0.53962 3.76678 -1.35255 0.945
O 3.24080 0.69647 0.15321 0.577
P 4.30984 0.84294 -1.14438 -0.180
C -2.97854 -0.13590 -3.68280 -0.952
C 0.04866 7.35240 -0.51582 0.087
C -1.71910 -4.05931 1.98001 -0.733
```

As for the orbital gap (alpha / beta): 6.23 / 6.23 eV. As for the spin multiplicity: 4. Its LUMO energy (alpha / beta) is -0.12519 / -0.12512 Eh. The value obtained for the energy above the lowest of the compared OMol25 structures with the same formula, charge and spin is 1.067 eV. The net charge is +1. The total energy comes out at -166127.819 eV.

---

# 3
Here is C37H33ClN3O4PS2V as an isolated structure from the OMol25 dataset. Energies are from the ωB97M-V functional and the def2-TZVPD basis.

Structure (XYZ):
```
82
Properties=species:S:1:pos:R:3:mulliken_charge:R:1
H -0.79469 -1.23482 -8.28440 0.369
C -1.11411 4.79747 -4.14067 -0.352
H 1.14233 2.35568 6.78671 0.383
H -0.17233 4.29305 5.94243 0.371
C 5.82441 -0.27312 3.07408 -0.713
C 1.17694 1.39317 4.87054 -0.129
O -4.75844 -3.52367 -4.10302 -0.675
H 6.89113 -0.38578 3.22405 0.347
H 0.33047 3.58013 1.21092 0.286
C 1.26874 -2.37914 0.64067 -1.224
C -0.27219 -3.92182 3.73035 -0.681
C 0.10474 3.48938 5.26922 -0.633
C -0.21552 4.92278 -3.06938 -0.735
P 1.26627 0.19772 2.29703 1.809
H 2.26182 -1.92471 0.60253 0.177
H -0.07441 -0.73571 4.80273 0.518
C 0.28263 -3.75504 2.47210 -0.960
H 0.34236 -4.59623 1.79143 0.372
H 2.93355 3.00625 2.79169 0.185
H -1.15815 5.58088 -4.88779 0.349
C 0.83885 2.40493 5.74825 -0.886
H -0.79648 4.41695 3.56754 0.446
H -2.65391 -2.30682 0.27435 0.266
C 0.73967 -2.51380 2.03959 1.098
C 3.07401 0.05491 2.65710 0.898
C 0.78270 1.44781 3.53460 0.639
C -2.69057 -3.31704 -5.70111 -0.052
H -2.26185 0.02014 -1.54562 0.789
C 3.60832 -1.16816 3.04876 -0.392
H -2.59978 -2.75147 -9.00566 0.353
Cl 2.23923 1.40500 -0.95840 -0.652
S -3.41041 -4.02178 -4.24744 1.119
C -0.11029 3.94767 -2.09652 -0.294
C 0.66678 -1.42397 2.92016 0.565
H 2.94310 -2.01117 3.20643 0.335
C -1.67504 -2.48463 -5.28742 0.321
H -0.18068 -1.06821 -5.86112 0.485
H 0.59678 4.00202 -1.28021 0.261
H -3.20650 -2.52559 1.96094 0.330
N -1.04489 1.72451 -1.39392 0.476
C -1.82956 2.71703 -3.28342 0.331
C -3.08729 -1.81567 1.14353 -1.420
H 5.34491 -2.31316 3.55869 0.438
C -2.34811 -2.68378 -7.95404 -0.357
O -3.24758 -5.45648 -4.26368 -0.687
H -0.86353 -2.93087 5.54432 0.358
C -0.25195 3.55410 3.93839 -0.468
C -2.24247 -0.62916 1.60746 0.500
C 3.48445 2.49294 2.00464 -1.064
C -0.20810 2.67555 1.54610 -1.818
O -1.52845 -0.10349 0.69242 -0.027
N -2.47676 1.51069 -3.08163 0.128
H -0.63399 -4.89617 4.03708 0.320
H -2.62403 3.58717 -5.09806 0.386
C -0.97260 -1.71966 -6.20827 -0.523
C -1.93687 3.69088 -4.26933 -1.066
H -1.27694 2.92445 1.45725 0.491
C 0.08649 2.55038 3.01916 0.234
H -4.08001 -1.45184 0.86775 0.383
H -3.09573 1.03105 -3.70987 0.256
H -3.85241 -4.10766 -7.32827 0.395
N -2.40692 -3.31726 -3.19353 -0.536
H 1.77253 0.55621 5.21853 0.571
C -1.32198 -1.82675 -7.54670 -0.574
C -3.05354 -3.44363 -7.02748 -0.603
S -0.32360 -1.62349 -3.04950 -0.469
H 4.34756 3.10165 1.73335 0.444
C 3.94451 1.14215 2.45986 0.524
C -0.39177 -2.83051 4.57569 -0.775
C -0.93750 2.83451 -2.21388 0.162
C 5.30353 0.94914 2.67884 -0.800
C -1.95113 0.96688 -1.95212 -1.116
C 4.96812 -1.34325 3.25933 -0.888
V 0.18228 0.96811 0.22950 0.162
O -2.30307 -0.24863 2.77855 -0.684
H 1.31473 -3.35336 0.15334 0.508
H 5.97052 1.78831 2.52210 0.357
C 0.07181 -1.59239 4.16329 -0.954
H 0.60057 -1.75650 0.03306 0.072
C -1.51813 -2.53004 -3.76703 0.447
H 0.41728 5.80012 -3.01252 0.379
H 2.83018 2.41464 1.13561 -0.181
```

As for the orbital gap (alpha / beta): 5.38 / 6.80 eV. As for the spin multiplicity: 4. Its LUMO energy (alpha / beta) is 0.15309 / 0.15308 Eh. The value obtained for the energy above the lowest of the compared OMol25 structures with the same formula, charge and spin is 0.891 eV. The net charge is -2. The total energy comes out at -120740.034 eV.